1.
Computed, not measured: the ion C2H3O3 with charge +1 in a non-equilibrium geometry, with wB97M-V/def2-TZVPD.

Geometry (Å):
1 C 0.3905 1.1278 -0.9708
2 C 0.4323 -0.0038 -0.2524
3 O -1.5198 -1.8497 1.9113
4 O -0.6257 -0.3278 0.4367
5 O -0.4857 -1.4293 1.5514
6 H 1.0237 1.4318 -1.7277
7 H -0.4545 1.8622 -0.8518
8 H 1.2391 -0.8112 -0.0967

Values from the calculation:
- energy above the lowest of the compared OMol25 structures with the same formula, charge and spin (eV) = 7.686
- Kohn-Sham gap (alpha / beta) (eV) = 10.18 / 8.47
- calculated total energy (hartree) = -303.1300
- LUMO level (alpha / beta) (eV) = -6.743 / -8.711
- net charge = +1
- HOMO energy (alpha / beta) (eV) = -16.93 / -17.18
- multiplicity = 1
- largest force on an atom (eV/A) = 5.58

In the natural (NBO) picture, each atom carries the following charge in e: -0.114, 0.219, 0.130, -0.201, 0.217, 0.243, 0.254, 0.251

***

2.
Computed, not measured: a cluster of 2 separate species, C2H3O3S in total in a non-equilibrium geometry, with wB97M-V/def2-TZVPD.

Geometry (Å):
1 C 1.0413 0.2020 -0.5739
2 C -0.0160 0.2921 0.4178
3 O -1.8842 -1.6542 -0.5527
4 O -2.6936 0.2730 0.7788
5 O 0.4113 1.3775 -0.2658
6 S -1.7810 -0.2081 -0.2499
7 H 2.1068 0.1671 -0.1288
8 H 0.9378 -0.2346 -1.5871
9 H 1.8776 -0.2149 2.1615

Values from the calculation:
- expectation value of S² = 2.01
- energy above the lowest of the compared OMol25 structures with the same formula, charge and spin (eV) = 2.406
- Kohn-Sham gap (alpha / beta) (eV) = 6.81 / 6.48
- calculated total energy (hartree) = -701.7242
- LUMO level (alpha / beta) (eV) = 4.159 / 2.716
- net charge = -1
- HOMO energy (alpha / beta) (eV) = -2.65 / -3.77
- multiplicity = 3
- largest force on an atom (eV/A) = 3.69

Results of the natural (NBO) charge analysis, in e, for atoms 1 through 8: -0.205, -0.114, -1.000, -0.995, -0.519, 1.536, 0.142, 0.169

***

3.
Computed, not measured: a structure of composition C2H3O3Tb in a non-equilibrium geometry, with wB97M-V/def2-TZVPD.

Geometry (Å):
1 O -0.5124 0.8530 -0.2551
2 C 0.6121 0.3416 0.0169
3 O 1.6675 1.1453 -0.2450
4 O 0.7863 -0.8481 0.3258
5 Tb -2.3179 -0.8967 -0.0439
6 C 2.9697 0.6081 -0.0651
7 H 3.1378 -0.2411 -0.7401
8 H 3.6680 1.4166 -0.3041
9 H 3.1192 0.2805 0.9721

Values from the calculation:
- expectation value of S² = 12.63
- energy above the lowest of the compared OMol25 structures with the same formula, charge and spin (eV) = 2.158
- Kohn-Sham gap (alpha / beta) (eV) = 4.98 / 8.59
- calculated total energy (hartree) = -1128.0005
- LUMO level (alpha / beta) (eV) = 0.026 / -0.549
- HOMO energy (alpha / beta) (eV) = -4.95 / -9.14
- multiplicity = 7
- largest force on an atom (eV/A) = 1.70

Results of the Löwdin charge analysis, in e, for atoms 1 through 8: -0.240, -0.829, -0.044, -0.061, 0.975, -0.075, 0.092, 0.089

***

4.
Computed, not measured: the ion C2H3O4 with charge -1 in a non-equilibrium geometry, with wB97M-V/def2-TZVPD.

Geometry (Å):
1 O 1.4188 1.0951 -0.6017
2 C 1.2489 0.1056 0.0740
3 O 1.9868 -0.7274 0.5094
4 C -0.4717 -0.2207 0.4653
5 O -0.9912 -1.0680 -0.5735
6 O -1.2033 0.9998 0.4982
7 H -0.4186 -0.6470 1.4060
8 H -0.4546 -0.9291 -1.3316
9 H -1.1152 1.3917 -0.4460

Values from the calculation:
- energy above the lowest of the compared OMol25 structures with the same formula, charge and spin (eV) = 1.649
- Kohn-Sham gap (eV) = 7.53
- calculated total energy (hartree) = -379.0136
- LUMO level (eV) = 4.092
- net charge = -1
- HOMO energy (eV) = -3.43
- SMILES = O=C([O-])C(O)O
- multiplicity = 1
- largest force on an atom (eV/A) = 5.16

Results of the natural (NBO) charge analysis, in e, for atoms 1 through 8: -0.780, 0.752, -0.755, 0.213, -0.756, -0.749, 0.138, 0.468

***

5.
Computed, not measured: a cluster of 3 separate species, C2H3OPS in total in a non-equilibrium geometry, with wB97M-V/def2-TZVPD.

Geometry (Å):
1 C -2.8648 1.2436 0.4736
2 C -2.5218 0.2884 -0.1689
3 O 1.8714 0.7271 0.0610
4 P 3.0284 -1.7249 -0.5055
5 S 2.7510 0.2050 -1.0104
6 H -2.7096 2.1201 1.0963
7 H -1.8934 -1.0226 -0.6875
8 H 2.3388 -1.8368 0.7414

Values from the calculation:
- energy above the lowest of the compared OMol25 structures with the same formula, charge and spin (eV) = 5.899
- Kohn-Sham gap (alpha / beta) (eV) = 7.86 / 7.86
- calculated total energy (hartree) = -892.5468
- LUMO level (alpha / beta) (eV) = -1.662 / -1.659
- HOMO energy (alpha / beta) (eV) = -9.52 / -9.52
- multiplicity = 1
- largest force on an atom (eV/A) = 5.89

In the natural (NBO) picture, each atom carries the following charge in e: -0.330, -0.219, -0.882, 0.070, 0.814, 0.249, 0.299, -0.001

***

6.
Computed, not measured: a structure of composition C2H3OYb in a non-equilibrium geometry, with wB97M-V/def2-TZVPD.

Geometry (Å):
1 H -2.7683 0.6923 -1.0524
2 O -0.6767 -0.2193 -0.0282
3 C -1.9240 -0.5152 -0.1621
4 C -2.8648 0.5598 0.1580
5 H -3.8820 0.1818 0.3228
6 H -2.5235 1.3460 0.8495
7 Yb 1.5876 -0.0190 0.0868

Values from the calculation:
- energy above the lowest of the compared OMol25 structures with the same formula, charge and spin (eV) = 1.821
- Kohn-Sham gap (alpha / beta) (eV) = 3.89 / 3.92
- calculated total energy (hartree) = -1311.5362
- LUMO level (alpha / beta) (eV) = -6.298 / -6.323
- net charge = +1
- HOMO energy (alpha / beta) (eV) = -10.19 / -10.24
- multiplicity = 1
- largest force on an atom (eV/A) = 2.62

In the natural (NBO) picture, each atom carries the following charge in e: 0.269, -1.004, 0.316, -0.729, 0.254, 0.220, 1.674

***

7.
Computed, not measured: the molecule C2H3P3 in a non-equilibrium geometry, with wB97M-V/def2-TZVPD.

Geometry (Å):
1 C 0.6975 1.7344 0.3594
2 C 0.0859 -0.8561 0.2637
3 P 1.1316 0.3918 1.1403
4 P -1.8262 -1.2823 -2.0676
5 P -0.8447 0.0830 -1.0549
6 H 1.0557 2.7865 0.3882
7 H 0.3455 -1.8474 -0.1336
8 H -0.6453 -1.0100 1.1046

Values from the calculation:
- energy above the lowest of the compared OMol25 structures with the same formula, charge and spin (eV) = 3.882
- Kohn-Sham gap (alpha / beta) (eV) = 7.03 / 7.26
- calculated total energy (hartree) = -1101.8829
- LUMO level (alpha / beta) (eV) = -1.400 / -1.073
- HOMO energy (alpha / beta) (eV) = -8.43 / -8.34
- multiplicity = 1
- largest force on an atom (eV/A) = 1.83

In the natural (NBO) picture, each atom carries the following charge in e: -0.693, -1.086, 0.708, 0.027, 0.307, 0.212, 0.272, 0.254

***

8.
Computed, not measured: a structure of composition C2H3Tl in a non-equilibrium geometry, with wB97M-V/def2-TZVPD.

Geometry (Å):
1 C 0.3094 -0.8310 0.8949
2 H 0.4755 -1.5803 1.6785
3 C 0.6279 0.3929 0.6377
4 H 1.1945 1.2171 1.0883
5 H -1.0087 0.6003 -2.3027
6 Tl -0.8399 -0.2384 -0.8314

Values from the calculation:
- expectation value of S² = 0.76
- Kohn-Sham gap (alpha / beta) (eV) = 8.34 / 9.39
- calculated total energy (hartree) = -250.0123
- LUMO level (alpha / beta) (eV) = -5.781 / -7.327
- net charge = +1
- HOMO energy (alpha / beta) (eV) = -14.12 / -16.72
- multiplicity = 2
- largest force on an atom (eV/A) = 2.91

In the Löwdin picture, each atom carries the following charge in e: -0.172, 0.090, -0.174, 0.094, -0.054, 1.214

***

> calculated total energy of number 4 (C2H3O4)?

-379.0136 hartree